{"formula": "C36H60BCl42N8O7S", "method": "ωB97M-V with the def2-TZVPD basis set", "total_charge": 1, "orbital_gap_ev": 7.704, "fmax_ev_per_a": 6.0, "elements": ["C", "C", "C", "N", "C", "N", "C", "C", "C", "O", "O", "B", "O", "O", "N", "S", "C", "C", "N", "C", "C", "C", "C", "C", "C", "C", "C", "O", "C", "O", "C", "C", "C", "N", "N", "N", "O", "C", "N", "H", "H", "H", "H", "H", "H", "H", "H", "H", "H", "H", "H", "H", "H", "H", "H", "H", "H", "H", "H", "H", "H", "H", "H", "H", "H", "H", "H", "H", "H", "H", "H", "H", "H", "H", "H", "H", "H", "H", "H", "H", "H", "H", "H", "H", "H", "C", "Cl", "Cl", "Cl", "H", "C", "Cl", "Cl", "Cl", "H", "C", "Cl", "Cl", "Cl", "H", "C", "Cl", "Cl", "Cl", "H", "C", "Cl", "Cl", "Cl", "H", "C", "Cl", "Cl", "Cl", "H", "C", "Cl", "Cl", "Cl", "H", "C", "Cl", "Cl", "Cl", "H", "C", "Cl", "Cl", "Cl", "H", "C", "Cl", "Cl", "Cl", "H", "C", "Cl", "Cl", "Cl", "H", "C", "Cl", "Cl", "Cl", "H", "C", "Cl", "Cl", "Cl", "H", "C", "Cl", "Cl", "Cl", "H"], "xyz": [[1.388, -1.728, 4.435], [1.047, -0.425, 4.123], [-0.376, 0.146, 4.026], [-0.913, 0.455, 2.648], [-0.371, -0.349, 1.660], [-0.542, -1.631, 1.598], [0.067, -2.352, 0.452], [-0.125, -3.893, 0.460], [-1.112, -4.382, -0.626], [-0.468, -4.395, -1.918], [-1.249, -2.298, 2.552], [-2.672, -2.333, 2.316], [-3.462, -1.581, 3.158], [-3.290, -3.101, 1.351], [0.392, 0.241, 0.623], [2.068, 0.340, 1.000], [-0.221, 1.446, 0.081], [-1.077, 0.972, -1.145], [-2.313, 0.297, -0.726], [0.739, 2.523, -0.476], [1.456, 2.087, -1.805], [2.890, 2.721, -1.773], [3.492, 2.899, -3.182], [3.865, 1.508, -3.786], [4.869, 0.697, -2.912], [4.314, -0.718, -2.529], [4.321, -1.680, -3.739], [3.358, -1.375, -4.741], [2.035, -1.608, -4.288], [-1.143, 2.083, 0.960], [-0.846, 1.884, 2.297], [-1.945, 2.681, 3.098], [-3.283, 1.920, 3.264], [-4.311, 2.992, 3.530], [-3.319, 1.059, 4.456], [-3.714, 1.210, 2.054], [0.447, 2.411, 2.721], [0.535, 3.699, 2.613], [0.535, 4.809, 2.677], [1.814, -1.948, 5.426], [1.301, -2.538, 3.694], [1.878, 0.293, 3.974], [-1.044, -0.614, 4.462], [-0.446, 1.008, 4.702], [1.134, -2.143, 0.310], [-0.442, -1.977, -0.457], [-0.370, -4.331, 1.437], [0.846, -4.336, 0.166], [-1.368, -5.435, -0.379], [-1.991, -3.726, -0.730], [-1.024, -4.976, -2.456], [-3.291, -1.828, 4.083], [-3.592, -3.905, 1.807], [2.661, -0.683, 0.311], [-1.300, 1.852, -1.782], [-0.509, 0.280, -1.780], [-3.051, 0.996, -0.727], [-2.594, -0.356, -1.456], [1.439, 2.954, 0.257], [0.090, 3.368, -0.777], [1.542, 0.993, -1.886], [0.969, 2.552, -2.679], [3.561, 2.180, -1.081], [2.795, 3.736, -1.332], [4.419, 3.498, -3.073], [2.825, 3.421, -3.889], [4.330, 1.696, -4.767], [2.917, 0.961, -3.916], [5.137, 1.218, -1.974], [5.821, 0.601, -3.485], [3.308, -0.570, -2.091], [5.028, -1.116, -1.780], [5.323, -1.628, -4.198], [4.185, -2.734, -3.437], [1.577, -0.663, -3.929], [2.020, -2.356, -3.471], [1.386, -1.985, -5.098], [-1.529, 2.858, 4.101], [-2.186, 3.622, 2.576], [-4.464, 3.519, 2.668], [-5.193, 2.551, 3.787], [-3.513, 1.710, 5.225], [-4.184, 0.520, 4.374], [-3.937, 1.866, 1.313], [-4.545, 0.666, 2.274], [-1.450, 7.107, 0.722], [-2.982, 7.685, 1.382], [-1.584, 5.432, 0.182], [-0.907, 8.144, -0.596], [-0.704, 7.143, 1.510], [1.197, 10.118, 1.015], [2.623, 10.952, 0.392], [1.651, 8.696, 1.961], [0.196, 11.208, 1.979], [0.609, 9.776, 0.176], [6.103, -5.010, -4.723], [5.499, -3.926, -5.977], [6.294, -4.154, -3.188], [5.016, -6.388, -4.518], [7.073, -5.380, -5.032], [-2.420, 0.390, -4.814], [-1.340, 1.584, -5.533], [-1.493, -0.806, -3.893], [-3.627, 1.179, -3.793], [-2.939, -0.127, -5.613], [-2.634, 0.305, 8.408], [-2.459, -1.130, 7.386], [-1.137, 0.632, 9.279], [-3.112, 1.705, 7.442], [-3.420, 0.111, 9.134], [-3.956, -7.527, -0.887], [-2.967, -8.978, -1.022], [-3.651, -6.708, 0.653], [-3.647, -6.439, -2.245], [-4.999, -7.820, -0.915], [3.018, 5.039, 3.340], [3.539, 3.351, 3.250], [3.401, 5.725, 4.920], [3.758, 5.991, 2.049], [1.942, 5.069, 3.208], [-1.832, 11.609, -2.092], [-1.882, 10.134, -3.064], [-0.322, 11.648, -1.179], [-2.023, 13.042, -3.100], [-2.650, 11.580, -1.381], [-6.484, 6.690, 2.616], [-7.609, 6.579, 1.259], [-7.303, 7.291, 4.058], [-5.731, 5.121, 2.938], [-5.703, 7.392, 2.352], [2.231, -9.000, -3.886], [1.040, -9.205, -5.174], [1.504, -8.188, -2.493], [2.911, -10.557, -3.414], [3.034, -8.377, -4.261], [-2.197, -7.835, -6.678], [-3.885, -7.548, -7.112], [-1.533, -9.180, -7.608], [-1.235, -6.373, -6.921], [-2.156, -8.097, -5.627], [2.806, -14.848, -4.325], [1.649, -15.988, -3.633], [1.989, -13.381, -4.869], [4.069, -14.455, -3.153], [3.273, -15.316, -5.183], [-6.824, -0.112, 10.255], [-5.129, -0.614, 10.367], [-6.948, 1.489, 9.524], [-7.760, -1.292, 9.338], [-7.228, -0.061, 11.259], [8.737, 1.744, -2.840], [8.279, 0.079, -2.457], [7.864, 2.326, -4.261], [8.444, 2.801, -1.456], [9.797, 1.761, -3.063]], "lowdin_charge": [0.029, -0.164, -0.098, 0.119, -0.257, 0.041, -0.062, -0.113, -0.272, -0.094, 0.135, -0.706, 0.178, 0.183, -0.274, 0.972, -0.461, -0.214, 0.042, -0.142, -0.176, -0.209, -0.193, -0.183, -0.215, -0.164, -0.302, -0.199, -0.126, 0.031, -0.402, 0.015, -0.596, -0.036, 0.069, 0.099, 0.059, -0.354, 0.243, 0.073, 0.062, 0.084, 0.092, 0.133, 0.097, 0.134, 0.121, 0.128, 0.080, 0.111, 0.059, 0.117, 0.108, -0.096, 0.119, 0.058, 0.058, 0.023, 0.093, 0.097, 0.083, 0.121, 0.094, 0.115, 0.113, 0.112, 0.113, 0.082, 0.095, 0.036, 0.081, 0.110, 0.090, 0.059, 0.050, 0.095, 0.088, 0.138, 0.116, -0.050, 0.070, -0.022, 0.076, 0.081, 0.085, -1.511, 0.560, 0.575, 0.574, -0.030, -1.621, 0.542, 0.528, 0.519, -0.143, -1.501, 0.584, 0.569, 0.540, 0.017, -1.496, 0.551, 0.590, 0.560, 0.018, -1.543, 0.520, 0.549, 0.588, -0.115, -1.520, 0.550, 0.546, 0.550, 0.018, -1.557, 0.561, 0.545, 0.523, -0.115, -1.519, 0.509, 0.556, 0.549, 0.020, -1.524, 0.533, 0.543, 0.624, -0.028, -1.541, 0.519, 0.512, 0.517, -0.039, -1.568, 0.525, 0.519, 0.510, 0.001, -1.546, 0.526, 0.495, 0.517, 0.013, -1.518, 0.585, 0.537, 0.537, 0.018, -1.523, 0.540, 0.546, 0.528, 0.013]}